# 1
{"formula": "C9H13N3PdS5", "method": "ωB97M-V/def2-TZVPD", "species": ["Pd", "S", "S", "S", "S", "S", "C", "N", "C", "C", "C", "N", "H", "H", "H", "H", "C", "C", "C", "C", "H", "H", "H", "H", "H", "H", "H", "H", "H", "N", "C"], "xyz": [[-0.21775, -0.24618, -1.24636], [-0.60154, -1.69196, -3.06036], [-2.40527, -2.48420, -2.44751], [-2.04588, -3.52697, -0.71079], [-1.73526, -2.15118, 0.79535], [0.35464, 1.49275, 0.40860], [-1.12822, 1.77432, 1.13663], [-2.10722, 0.82925, 1.02310], [-3.35167, 1.01568, 1.43020], [-3.67529, 2.16540, 2.09558], [-2.62339, 3.07471, 2.28091], [-1.40407, 2.90930, 1.84437], [-1.90944, -0.02749, 0.44811], [-4.03095, 0.20647, 1.19441], [-4.67760, 2.36687, 2.43829], [-2.80641, 4.00145, 2.82197], [3.33683, 0.34907, -1.08514], [2.69780, -0.73060, -0.21409], [3.74783, -1.78804, 0.14331], [1.49498, -1.36656, -0.90724], [4.13250, 0.88818, -0.55574], [2.58828, 1.06921, -1.42014], [3.77413, -0.10927, -1.98016], [2.37394, -0.26791, 0.72500], [4.07836, -2.30866, -0.76261], [3.32687, -2.53618, 0.81933], [4.63170, -1.34506, 0.62335], [1.13492, -2.21745, -0.32229], [1.83295, -1.76725, -1.87016], [-2.86478, 1.53841, -1.91639], [-1.92098, 0.88391, -1.72950]], "mulliken_charge": [0.089, -0.408, -0.180, -0.168, -0.507, -0.465, 0.295, 0.362, -0.079, -0.677, 0.046, -0.578, -0.152, 0.396, 0.352, 0.365, -1.396, 0.847, -1.715, -1.037, 0.342, 0.321, 0.360, 0.219, 0.336, 0.402, 0.423, 0.262, 0.473, -0.808, 0.280], "e_homo_ev": -0.369, "homo_lumo_gap_ev": 5.29, "charge": -2}

# 2
{"formula": "C9H13N3S", "method": "ωB97M-V/def2-TZVPD", "species": ["C", "C", "C", "C", "C", "C", "C", "C", "C", "H", "H", "H", "H", "H", "H", "H", "H", "H", "H", "H", "H", "H", "N", "N", "N", "S"], "xyz": [[3.07406, 1.70203, -0.42576], [1.97203, -0.30762, 0.21604], [-0.23519, -0.68444, 1.09753], [-1.59206, -0.32811, 0.41533], [-2.00296, -0.83868, -0.77622], [-3.30120, -0.58974, -1.32059], [-4.13084, 0.08280, -0.57955], [-3.81885, 0.57359, 0.65615], [-2.53714, 0.45927, 1.10706], [3.31567, 1.43511, -1.54778], [3.98111, 1.62650, 0.16673], [2.72119, 2.73158, -0.35261], [0.24414, 0.81479, -1.04776], [-0.13859, 1.69088, 0.23304], [0.92474, -2.08584, 0.12150], [0.21430, -0.07214, 1.94663], [-0.37154, -1.49090, 1.74070], [-1.16053, -1.25401, -1.37022], [-3.48851, -0.76599, -2.35538], [-4.96350, 0.54571, -1.00828], [-4.69900, 0.98832, 1.33703], [-2.35948, 0.82771, 2.09966], [1.81919, 1.03714, 0.23240], [0.68410, 1.56559, -0.48420], [0.85217, -1.09084, 0.18569], [3.60779, -0.99935, -0.11503]], "mulliken_charge": [-0.966, -0.097, -1.239, 0.415, 0.032, -0.817, -0.227, -0.470, -0.447, 0.293, 0.388, 0.397, 0.335, 0.341, 0.270, 0.352, 0.756, 0.309, 0.380, 0.378, 0.245, 0.361, 0.166, -0.707, -0.105, -0.344], "smiles": "CN(N)C(=S)NCc1ccccc1", "e_homo_ev": -7.880, "homo_lumo_gap_ev": 8.47}

# 3
{"formula": "C9H13N4OS", "method": "ωB97M-V/def2-TZVPD", "species": ["C", "C", "C", "C", "C", "C", "C", "C", "C", "N", "N", "N", "N", "O", "S", "H", "H", "H", "H", "H", "H", "H", "H", "H", "H", "H", "H", "H"], "xyz": [[-1.75856, -1.74182, -1.75100], [2.38602, 1.36928, 0.29169], [0.68750, 0.74582, 3.50042], [-1.51209, -1.04846, -3.10470], [2.84731, -0.00678, -0.08228], [-0.70720, 0.65352, 3.99204], [-0.78351, -0.06467, -0.33161], [0.15704, -1.14378, 2.53309], [0.57964, 0.24004, -0.16357], [-1.34548, -1.20502, -0.68453], [1.11451, -0.25273, 2.82354], [1.10384, 1.43970, 0.38756], [-1.20973, 0.31680, -2.89994], [1.61700, -0.61224, -0.46057], [-1.48591, -0.73833, 3.07337], [-2.15915, -2.66274, -1.83475], [3.01229, 2.27105, 0.62791], [1.34591, 1.43995, 3.76606], [-0.73758, -1.53522, -3.65868], [-2.36590, -1.05501, -3.74118], [3.43200, -0.08992, -0.98686], [3.13877, -0.46347, 0.80941], [-0.72023, 0.17950, 5.09533], [-1.39731, 1.43408, 3.97922], [-1.35478, 0.61834, 0.10679], [0.18704, -1.98231, 1.98413], [-0.37698, 0.57244, -3.30627], [-1.77330, 1.06094, -2.67393]], "mulliken_charge": [-0.163, -0.077, -0.394, -0.444, -0.255, -0.568, -0.756, -0.394, 0.830, -0.145, -0.346, -0.373, -0.414, -0.382, -0.072, 0.513, 0.350, 0.600, 0.312, 0.386, 0.360, 0.299, 0.306, 0.436, 0.427, 0.608, 0.170, 0.187], "e_homo_ev": [-9.958, -11.629], "homo_lumo_gap_ev": [4.38, 8.20], "charge": 1}

# 4
{"formula": "C9H13N4OS", "method": "ωB97M-V/def2-TZVPD", "species": ["C", "C", "C", "C", "C", "C", "C", "C", "C", "N", "N", "N", "N", "O", "S", "H", "H", "H", "H", "H", "H", "H", "H", "H", "H", "H", "H", "H"], "xyz": [[-1.40121, -0.27514, -2.83850], [-0.59635, 0.07208, 2.90826], [3.23599, -0.77884, 0.60975], [-2.89170, -0.53553, -2.92223], [-0.90723, 1.42896, 2.45837], [4.33656, 0.18699, 0.74572], [-0.60949, -0.67561, -0.47626], [1.98250, 1.01580, 0.33156], [-0.76097, -0.04290, 0.72015], [-0.67714, -0.35294, -1.79370], [2.06331, -0.29934, 0.29236], [-0.59036, -0.75783, 1.92473], [-3.64826, -1.03473, -1.83200], [-0.96046, 1.25912, 1.01559], [3.52440, 1.80415, 0.43148], [-0.83781, 0.17648, -3.68034], [-0.55099, -0.27889, 3.90405], [3.34815, -1.79449, 1.00278], [-3.26423, 0.37568, -3.32470], [-2.91614, -1.20712, -3.80054], [-1.87474, 1.90871, 2.90645], [-0.13289, 2.05400, 2.55983], [4.91665, 0.35812, 1.62311], [5.22094, -0.09496, 0.06326], [-0.28956, -1.66002, -0.40377], [1.14560, 1.71138, 0.29100], [-3.34959, -0.53388, -0.87042], [-3.51497, -2.02926, -1.84597]], "mulliken_charge": [-0.078, -0.144, -0.240, -0.644, -0.330, -0.443, -0.461, -0.112, 0.491, -0.240, -0.016, -0.436, -0.532, -0.457, 0.013, 0.419, 0.461, 0.410, 0.321, 0.374, 0.283, 0.309, 0.373, 0.363, 0.397, 0.326, 0.299, 0.294], "e_homo_ev": [-10.440, -9.739], "homo_lumo_gap_ev": [4.92, 3.38], "charge": 1}

# 5
{"formula": "C9H13NO", "method": "ωB97M-V/def2-TZVPD", "species": ["C", "C", "C", "C", "C", "C", "C", "C", "C", "N", "O", "H", "H", "H", "H", "H", "H", "H", "H", "H", "H", "H", "H", "H"], "xyz": [[1.44211, -1.18808, -0.78798], [2.75691, -0.99458, -0.91780], [0.92050, -0.19423, 0.14885], [3.06602, 0.13790, 0.01591], [-0.31959, -0.30790, 0.99873], [-0.44587, 0.60338, -0.11483], [-1.08818, -1.59871, 1.29169], [-1.38377, 0.24503, -1.25907], [-0.17710, 2.03436, 0.10329], [1.99897, 0.54804, 0.57588], [4.25338, 0.63380, 0.30327], [0.87227, -2.02282, -1.26435], [3.42836, -1.44164, -1.48755], [-0.13794, 0.27203, 1.86004], [-0.53945, -2.60003, 1.22012], [-1.94831, -1.62003, 0.60219], [-1.31041, -1.63109, 2.33550], [-1.21747, -0.80228, -1.36353], [-1.16823, 0.97109, -1.97940], [-2.49830, 0.39578, -0.81501], [0.40581, 2.05922, 1.10681], [-1.14915, 2.52050, -0.00623], [0.55832, 2.37305, -0.67664], [4.17355, 1.42468, 0.90515]], "mulliken_charge": [-0.849, -0.864, 1.466, 0.464, -0.337, 1.036, -1.423, -1.843, -1.520, -0.607, -0.529, 0.303, 0.640, 0.453, 0.268, 0.329, 0.376, 0.418, 0.522, 0.256, 0.314, 0.479, 0.295, 0.353], "smiles": "C[C@@H]1C(C)(C)[C@]12C=CC(O)=N2", "e_homo_ev": -8.439, "homo_lumo_gap_ev": 9.29}

# 6
{"formula": "C9H13NO2", "method": "ωB97M-V/def2-TZVPD", "species": ["C", "C", "C", "C", "C", "C", "C", "C", "C", "H", "H", "H", "H", "H", "H", "H", "H", "H", "H", "H", "H", "H", "N", "O", "O"], "xyz": [[3.67528, 1.63198, 0.44721], [2.75438, 0.75557, 0.03332], [3.07327, -0.64766, -0.21042], [1.89817, -1.57328, -0.06857], [-0.85686, 2.14866, -0.16266], [-1.93324, 1.33981, -0.83829], [-2.77007, 0.03594, 1.02729], [-2.95235, -1.34466, 0.46229], [-3.62143, -1.54572, -0.65874], [3.41821, 2.68008, 0.65279], [4.70720, 1.28600, 0.56693], [1.72866, 1.07132, -0.11323], [-0.45391, 1.65936, 0.71414], [0.01108, 2.32028, -0.82486], [-1.24554, 3.12124, 0.16076], [-1.56210, 0.40525, -1.26824], [-2.38642, 1.93268, -1.64490], [-1.78465, 0.14190, 1.49341], [-3.48375, 0.20975, 1.85418], [-2.50829, -2.15793, 1.00865], [-4.11522, -0.71568, -1.15453], [-3.72509, -2.54666, -1.07311], [0.87463, -2.07745, 0.26192], [4.21324, -1.02514, -0.36940], [-3.00392, 1.06648, 0.07015]], "mulliken_charge": [-0.705, 0.199, 0.538, 0.204, -1.125, -0.274, -0.191, -0.199, -0.730, 0.291, 0.289, 0.003, 0.315, 0.368, 0.306, 0.343, 0.248, 0.234, 0.265, 0.313, 0.246, 0.279, -0.355, -0.483, -0.380], "smiles": "C=CC(=O)C#N.C=CCOCC", "e_homo_ev": -9.575, "homo_lumo_gap_ev": 8.42}

# 7
{"formula": "C9H13NO2", "method": "ωB97M-V/def2-TZVPD", "species": ["C", "C", "O", "N", "H", "H", "H", "H", "H", "C", "C", "C", "C", "C", "C", "C", "O", "H", "H", "H", "H", "H", "H", "H", "H"], "xyz": [[-0.49039, -2.38350, 2.68997], [0.78057, -2.79708, 1.99303], [1.70344, -3.36411, 2.55254], [0.97052, -2.34599, 0.70939], [1.86790, -2.54600, 0.31453], [0.40062, -1.56731, 0.40739], [-0.72503, -1.37760, 2.35566], [-0.36595, -2.41435, 3.76997], [-1.34407, -3.02788, 2.45466], [-2.46581, -0.14595, -0.02390], [0.70148, 2.16125, -1.63366], [-0.53462, 2.25481, -2.24821], [0.80003, 1.72779, -0.33514], [-1.60549, 1.55448, -1.68840], [-0.23712, 0.99178, 0.20618], [-1.43729, 0.76913, -0.54378], [1.85173, 2.67406, -2.29515], [1.86237, 2.01564, -3.00161], [-0.62884, 2.84644, -3.15520], [1.69352, 2.02646, 0.21079], [-2.61026, 1.77907, -2.00202], [-0.19967, 0.58974, 1.21073], [-3.42770, 0.33098, 0.20495], [-2.23675, -0.72153, 0.87311], [-2.70638, -0.88761, -0.77694]], "mulliken_charge": [-0.671, 0.621, -0.616, -0.403, 0.217, 0.207, 0.029, 0.303, 0.262, -1.268, -0.088, -0.419, -0.571, -0.406, -0.435, 0.741, -0.523, 0.366, 0.441, 0.404, 0.382, 0.537, 0.399, 0.155, 0.337], "smiles": "Cc1ccc(O)cc1.CC(N)=O", "e_homo_ev": -9.036, "homo_lumo_gap_ev": 9.71}

# 8
{"formula": "C9H13NO2", "method": "ωB97M-V/def2-TZVPD", "species": ["C", "C", "C", "C", "C", "C", "C", "C", "C", "N", "O", "O", "H", "H", "H", "H", "H", "H", "H", "H", "H", "H", "H", "H", "H"], "xyz": [[2.15435, 1.69187, -0.10094], [1.22629, 2.56294, 0.05070], [1.65159, 0.37395, -0.15552], [0.11764, 0.45301, -0.19595], [-0.09845, 1.94036, -0.15212], [-2.23826, 0.00366, 0.05217], [-0.48943, -1.48738, 1.26526], [-0.82931, -1.69643, -1.16431], [-0.76541, -0.65998, -0.03984], [2.41037, -0.80039, -0.15480], [3.45247, -0.65719, 0.42087], [1.99637, -1.81972, -0.60984], [3.21735, 1.64992, 0.02247], [1.21066, 3.61275, 0.26829], [-0.83751, 2.32141, 0.58859], [-0.55708, 2.41917, -1.03972], [-2.39966, 0.62024, -0.88905], [-3.05351, -0.59259, 0.41812], [-2.34587, 0.75700, 0.83036], [0.55906, -1.71703, 1.33621], [-1.23122, -2.33476, 1.27020], [-0.57532, -0.80204, 1.99204], [-1.47730, -2.44143, -0.74574], [0.06307, -2.25033, -1.23018], [-1.16091, -1.14701, -2.03725]], "mulliken_charge": [-0.834, -0.641, 0.061, 0.081, -0.906, -1.602, -1.606, -1.407, 1.790, 0.982, -0.634, -0.578, 0.487, 0.467, 0.368, 0.371, 0.348, 0.386, 0.390, 0.391, 0.380, 0.536, 0.429, 0.345, 0.396], "smiles": "CC(C)(C)C1=C([N+](=O)[O-])C=CC1", "e_homo_ev": -8.517, "homo_lumo_gap_ev": 8.02}

Energy above the lowest of the compared OMol25 structures with the same formula, charge and spin values, unit kcal per mole, following the record order: 0.00; 80.65; 126.14; 137.41; 72.65; 89.94; 20.68; 154.82.